Record 1
This record from OMol25 describes a structure of composition C42H42N7O2RbS2Se2. The level of theory is ωB97M-V with the def2-TZVPD basis set.

Summary:
Lowest unoccupied orbital energy: 3.14 eV
HOMO-LUMO gap: 4.35 eV
Energy: -211780.180 eV
ΔE to the lowest compared entry with this formula, charge and spin: 14.5 kcal per mole
E_HOMO: -1.22 eV

```
! RIJCOSX wB97M-V def2-TZVPD def2/J DEFGRID3
* xyz -2 1
Rb 0.2955 1.2130 0.1921
Se -4.2283 -1.4527 -0.8162
Se -1.6848 -0.0833 -3.1095
S -1.7440 -1.3546 2.0572
S -2.2393 -3.5283 4.0969
O -0.3966 5.7507 0.7035
O 3.6535 1.7656 3.0915
N -2.1532 2.9475 -0.6526
N 1.3525 1.6896 2.6733
N -1.0165 -3.7149 -0.3244
N -0.5282 3.5566 1.5096
N 1.6478 -0.9552 1.9080
N -1.9655 -1.0468 4.6654
N -0.3276 -3.3841 -1.4227
C 0.1017 3.8146 2.7361
C 2.8259 -2.3662 -3.8749
C -0.6499 -5.6166 -1.3296
C -3.8743 3.7129 -2.1325
C 2.9598 -2.9612 1.9802
C 2.7039 -0.2605 2.3399
C 1.5220 3.1672 4.5941
C -3.2472 -1.1778 -3.5535
C -3.5032 5.0288 -1.8908
C -2.5053 -3.0273 5.8252
C 1.0419 3.8690 -2.3060
C 2.8114 -0.4572 -2.2301
C 3.0130 -1.8759 -2.5736
C 3.5079 2.6181 -2.1901
C 1.1012 4.2512 5.3445
C 3.0283 -3.7035 -4.1762
C 3.6173 -4.1349 -1.8968
C -1.8232 4.2134 -0.3796
C -0.3132 4.9011 3.5269
C 3.4259 -4.6041 -3.1897
C -2.4676 5.2809 -1.0119
C 2.5528 0.5033 -3.1380
C 2.4116 1.8706 -2.6575
C 2.1428 4.5826 -1.8442
C 3.9428 -0.8665 2.5612
C -0.7850 4.5626 0.6961
C -0.1008 -4.5296 -2.0449
C 2.5853 1.2298 2.7247
C -0.3862 -1.1488 -4.0753
C 4.0685 -2.2319 2.3890
C -1.2245 -5.0426 -0.2180
C 0.1660 5.1260 4.8056
C -3.1554 2.7143 -1.4942
C 3.3740 3.9429 -1.7935
C 1.0365 2.9046 3.3012
C -1.9853 -1.8578 3.5859
C -5.8210 -0.5713 -1.5143
C -3.6152 -2.2155 -2.5056
C -1.7715 -1.6992 5.9465
C 1.1766 2.5491 -2.7071
C 3.4138 -2.7949 -1.5979
C 1.7859 -2.2684 1.7322
H -5.5555 0.2084 -2.2246
H -4.0212 5.8462 -2.3806
H -4.0809 -0.5044 -3.7501
H -2.1219 6.2771 -0.7742
H -2.1829 -1.0856 6.7475
H 2.2585 2.4836 4.9965
H 0.5815 -0.6600 -3.9225
H -0.7077 -1.8698 6.1413
H -0.3558 -2.1519 -3.6589
H -3.5726 -2.9083 6.0083
H 2.8772 -4.0518 -5.1934
H 2.0238 5.5968 -1.4852
H 3.0040 -4.0307 1.8177
H 5.0181 -2.7254 2.5646
H -1.7487 -5.4638 0.6239
H -1.2340 -2.9891 0.3511
H -1.0231 5.5916 3.0905
H 2.5371 -1.6530 -4.6381
H 0.3034 2.0136 -3.0672
H 0.4744 -4.5313 -2.9587
H -6.3240 -0.1097 -0.6671
H -2.7421 -2.8149 -2.2451
H -0.6321 -1.1555 -5.1364
H 0.9142 -2.7989 1.3640
H -2.1032 -3.7793 6.5001
H 2.9224 -0.2557 -1.1513
H -3.3919 1.6685 -1.6672
H -1.5992 -0.1162 4.5024
H -4.6838 3.4612 -2.8063
H -3.0112 -1.6788 -4.4947
H 1.5053 4.4131 6.3392
H -4.3937 -2.8882 -2.8730
H 3.9240 -4.8185 -1.1111
H 3.5637 -2.4403 -0.5866
H -0.6170 -6.6637 -1.5783
H 0.0654 4.3382 -2.3258
H 3.5819 -5.6509 -3.4274
H -6.4900 -1.2927 -1.9814
H 4.2394 4.4697 -1.4065
H 4.7547 -0.2282 2.8778
H -0.1832 5.9843 5.3713
H 4.4733 2.1297 -2.1199
*
```

=====

Record 2
This record from OMol25 describes a structure of composition C42H42O2P2Re at a distorted geometry. The level of theory is ωB97M-V with the def2-TZVPD basis set.

Summary:
<S²>: 3.788
Lowest unoccupied orbital energy (alpha / beta): -8.38 / -8.08 eV
HOMO-LUMO gap (alpha / beta): 4.06 / 5.45 eV
Energy: -69016.605 eV
ΔE to the lowest compared entry with this formula, charge and spin: 39.3 kcal per mole
E_HOMO (alpha / beta): -12.44 / -13.53 eV

```
! RIJCOSX wB97M-V def2-TZVPD def2/J DEFGRID3
* xyz 2 4
Re -0.1119 0.3670 2.2484
P 1.0353 0.6628 -2.5375
P -0.4074 -1.3744 -2.4538
O 0.6696 0.0727 4.0189
O 0.4941 -2.1874 4.0331
C -3.0711 -4.0692 -0.9607
C -2.6824 -4.1323 0.3871
C -0.3230 2.3882 2.5185
C 0.6960 -1.1154 4.6084
C -1.4767 0.0226 -2.8624
C -2.2446 0.1327 2.1716
C -1.6044 -3.3720 0.8620
C 0.9238 -0.9841 6.0894
C 3.1315 2.1600 -5.7994
C 2.8218 2.2341 -1.0745
C 1.2670 0.2697 6.6233
C 1.2271 4.5268 -1.2379
C -1.2980 -2.0118 -5.0966
C 0.3393 -3.4961 -4.1033
C 2.7352 1.2624 -6.8022
C 0.0303 -4.4622 -5.0664
C -1.4948 2.7877 3.4077
C -0.6653 1.1157 -3.0322
C 2.1254 0.0506 -6.4613
C -2.0227 0.2937 3.5638
C -2.2741 -3.3819 -1.8794
C 0.6800 -2.0746 6.9398
C -0.5492 2.0251 1.1154
C 2.7938 1.8980 -4.4633
C 1.0340 -0.6309 8.8432
C -1.9412 2.0960 0.5498
C 3.3620 3.4755 -0.7623
C -2.0268 1.6160 4.2611
C 1.8294 -0.2095 -5.1270
C -2.9116 1.2239 1.3595
C 2.5836 4.6301 -0.9129
C -1.6653 -3.0190 -5.9981
C 1.5285 2.1562 -1.6276
C 0.6911 3.2851 -1.5604
C 1.9933 0.7901 -4.1450
C -1.0423 -4.2678 -5.9524
C 0.7492 -1.9021 8.3255
C -1.2667 -2.5430 -1.3846
C 1.3123 0.4513 8.0009
C -0.9188 -2.5415 -0.0186
C 1.7683 0.0526 1.6018
C -0.4734 -2.3446 -4.0064
H 3.4015 1.3249 -0.9364
H -2.4386 -2.8236 -6.7437
H 0.6252 2.8957 2.7640
H 0.2030 2.3954 0.4312
H 0.4566 -3.0369 6.4931
H 2.1039 0.5303 0.6854
H 0.6053 -5.3883 -5.1118
H -0.1223 -1.8770 0.3336
H -2.5631 -0.0360 -2.9130
H -3.6050 0.7325 0.6766
H 2.9377 1.4870 -7.8500
H -3.0047 1.9247 4.6355
H 4.3930 3.5493 -0.4245
H -2.4573 -3.4765 -2.9558
H -1.1135 3.5637 4.0923
H 1.1772 -3.6285 -3.4091
H -1.9116 1.8008 -0.5042
H 1.5906 1.4253 8.4136
H -0.8800 2.0630 -3.5211
H 1.8537 -1.0358 1.5339
H 2.4026 0.3854 2.4353
H 1.8843 -0.6981 -7.2273
H -3.5331 1.8178 2.0314
H -1.6569 -0.9873 -5.2109
H -2.2828 3.2650 2.8095
H -2.2585 3.1486 0.5368
H -1.4214 1.5041 5.1667
H 3.1310 2.5765 -3.6784
H -0.3764 3.1909 -1.7554
H 1.4716 1.0984 5.9424
H -1.2783 -3.4072 1.9059
H 0.5934 -2.7570 8.9835
H 3.6964 3.0584 -6.0513
H -3.9910 -4.5370 -1.3121
H 1.4272 -1.1819 -4.8465
H 0.5795 5.3970 -1.2585
H -2.1177 -0.5752 4.2289
H 1.0530 -0.4918 9.9179
H -1.3650 -5.0692 -6.6301
H 3.0175 5.6077 -0.7575
H -2.3499 -0.8859 1.8008
H -3.2271 -4.7761 1.0761
*
```

=====

Record 3
This record from OMol25 describes a structure of composition C42H42O3P2Pd at a distorted geometry. The level of theory is ωB97M-V with the def2-TZVPD basis set.

Summary:
<S²>: 6.048
Lowest unoccupied orbital energy (alpha / beta): -5.45 / -7.66 eV
HOMO-LUMO gap (alpha / beta): 5.86 / 5.66 eV
Energy: -72415.858 eV
E_HOMO (alpha / beta): -11.31 / -13.32 eV

```
! RIJCOSX wB97M-V def2-TZVPD def2/J DEFGRID3
* xyz 2 5
Pd 3.0281 4.1526 -1.4727
P 0.8735 2.6067 1.6751
P -1.3267 1.6953 -1.7122
O 2.4050 -3.4175 0.8795
O -0.5197 -0.7587 1.8707
O 1.4547 -1.1859 0.8627
C 0.0314 3.7290 5.3963
C 1.0545 2.4702 -5.5417
C 0.3120 -2.9788 1.9161
C 0.6260 1.0856 -3.5949
C -0.9274 -4.8517 2.8508
C 4.5141 6.6879 -1.2123
C -0.7521 2.8590 -0.5507
C 1.3650 1.3680 -4.7461
C 2.9407 5.5854 -2.9089
C -4.9948 1.9810 -3.6084
C 5.2215 1.1677 1.1294
C 2.9918 1.4209 0.1948
C 0.3354 3.7098 4.0453
C -4.0537 1.4607 -1.0368
C 0.4220 1.2623 4.1058
C -5.4288 1.5884 -1.2724
C -0.8148 -3.4880 2.5597
C 0.0095 3.3157 -5.1749
C 3.4416 2.0167 2.5030
C 0.4030 -1.5290 1.5401
C 1.5210 6.6617 -1.0708
C 1.3680 -3.8765 1.5565
C 0.5099 2.4704 3.3907
C 1.7608 5.5996 -2.1121
C -0.7392 3.0490 -4.0288
C -0.6108 2.4400 0.7667
C 0.1048 1.3040 5.4597
C -0.9592 0.0538 -1.0844
C -0.4507 1.9154 -3.2563
C -3.6246 1.8336 -3.3733
C 2.5246 1.8967 1.4399
C 4.2005 5.4616 -0.3869
C 1.9062 6.2423 0.3696
C 1.2724 -5.2490 1.9066
C 4.7789 1.6931 2.3420
C -3.1195 1.6756 -2.0696
C 4.3279 1.0475 0.0585
C 3.0337 5.2559 0.3750
C -0.1027 2.5273 6.1048
C -5.9067 1.8839 -2.5519
C 4.0597 6.5784 -2.6930
C 0.1305 -5.7233 2.5395
H 5.0968 4.9274 -0.0414
H 2.1961 0.7231 -5.0194
H -1.4690 2.0158 1.3364
H -1.6057 -2.7847 2.8149
H -1.5629 3.7130 -3.7539
H 4.1890 7.6183 -0.7367
H 0.5686 0.3130 3.5882
H 5.6102 6.7353 -1.2301
H -0.3689 3.8370 -0.9057
H 2.1053 -5.9052 1.6518
H -0.3858 2.5557 7.1542
H -5.3587 2.1575 -4.6210
H 3.0574 4.5809 1.2409
H -1.8324 -5.2390 3.3233
H -3.6850 1.1868 -0.0449
H 4.6698 0.6701 -0.9041
H 6.2723 0.8901 1.0228
H 2.1152 7.5452 -1.3386
H -2.9354 1.8461 -4.2199
H 0.8671 0.2278 -2.9638
H 2.3078 1.3316 -0.6475
H 4.9373 6.2584 -3.2857
H -0.0055 0.3693 6.0093
H 0.0647 -6.7835 2.7939
H -1.2218 -0.7268 -1.8214
H 0.4480 6.9136 -1.0830
H 2.1575 7.1557 0.9244
H 3.0850 2.3656 3.4738
H -6.1343 1.4427 -0.4518
H 5.4564 1.8466 3.1762
H -1.4884 -0.1016 -0.1355
H 0.4482 4.6263 3.4633
H -6.9725 2.0059 -2.7293
H 3.7819 7.5677 -3.0909
H 1.0511 5.8100 0.8980
H 1.6304 2.6574 -6.4502
H 0.1161 -0.0004 -0.8484
H 0.8823 5.0742 -2.5088
H -0.1306 4.6896 5.8822
H -0.2229 4.1851 -5.7863
H 2.8522 5.2034 -3.9405
H 2.1571 -2.3517 0.7635
*
```